Entry 1:
Molecular formula: FHN2O2S
Method: DFT, ωB97M-V/def2-TZVPD

Calculated values
Highest occupied orbital energy = -10.2249 eV
LUMO level = -0.242 eV
Relative energy (zero: lowest compared OMol25 entry of this formula, charge and spin) = 382.8 kJ/mol
SMILES string = [O-]/[N+](=N\F)OS
Kohn-Sham gap = 0.3669 Ha
Electronic energy = -758.39609 Ha

```
! RIJCOSX wB97M-V def2-TZVPD def2/J DEFGRID3
* xyz 0 1
S 1.74894 -0.62516 0.65063
F -1.98080 1.34047 0.01435
O 0.78839 -0.73333 -0.64853
O -1.42304 -1.18432 -0.39563
N -0.61493 -0.34993 -0.39920
N -0.66130 0.90558 -0.17359
H 2.14275 0.64669 0.95197
*
```

---

Entry 2:
Molecular formula: C3H3ClO
Method: DFT, ωB97M-V/def2-TZVPD

Calculated values
Highest occupied orbital energy = -9.5401 eV
LUMO level = 0.024 eV
Relative energy (zero: lowest compared OMol25 entry of this formula, charge and spin) = 148.0 kJ/mol
SMILES string = O=C1C[C@H]1Cl
Kohn-Sham gap = 0.3515 Ha
Electronic energy = -651.45210 Ha

```
! RIJCOSX wB97M-V def2-TZVPD def2/J DEFGRID3
* xyz 0 1
Cl 2.14822 0.58426 0.11064
O -0.13948 -2.16853 0.05965
C -0.23268 -0.96440 -0.05082
C 0.44961 0.29842 -0.55097
C -0.71535 0.36598 0.46860
H -0.20782 0.61042 1.29258
H -1.69734 0.80652 0.22487
H 0.39483 0.46731 -1.55456
*
```

---

Entry 3:
Molecular formula: C27H42N4O4S
Method: DFT, ωB97M-V/def2-TZVPD

Calculated values
Highest occupied orbital energy = -7.7619 eV
LUMO level = -0.127 eV
Relative energy (zero: lowest compared OMol25 entry of this formula, charge and spin) = 18.1 kJ/mol
SMILES string = CCCCN(CC)CCCNC(=O)c1cn(C)c2ccc(S(=O)(=O)N(C)C3CCCCC3)cc2c1=O
Kohn-Sham gap = 0.2806 Ha
Electronic energy = -1972.24160 Ha

```
! RIJCOSX wB97M-V def2-TZVPD def2/J DEFGRID3
* xyz 0 1
S -4.50081 0.43645 -2.44774
O 2.99755 1.53519 2.09605
O -4.40972 1.59341 -3.29078
O -5.80004 0.06103 -1.96152
O 0.67291 0.50703 -1.27012
N 3.05443 0.95806 -0.09342
N 6.96603 0.62859 1.40460
N -3.72696 -0.82056 -3.19162
N -1.05992 1.65228 2.26230
C 8.37572 0.92035 1.28377
C 2.42519 1.25584 1.05028
C 6.51604 -0.46978 0.57601
C 4.99945 -0.47564 0.38182
C -4.02603 -2.38652 -1.32763
C -3.26826 1.40453 1.28336
C 4.13073 -0.46825 4.64231
C -4.05101 1.10679 0.19080
C -3.09036 -0.59020 -4.46494
C -1.86898 1.35052 1.19016
C -3.46227 0.75144 -1.01536
C -4.06073 -2.19117 -2.84273
C -2.09799 0.69057 -1.12948
C 9.36929 -0.17107 1.70717
C -1.27910 0.97754 -0.03429
C -4.30185 -3.84802 -0.98071
C 0.27616 1.60005 2.11705
C 4.49355 0.86231 -0.16500
C -5.70086 -4.07939 -3.04371
C -5.42286 -2.62105 -3.39536
C 6.47960 -0.49145 3.65584
C 6.37951 0.73090 2.72842
C 0.18002 0.87918 -0.20548
C -5.65718 -4.27859 -1.53231
C 5.62385 -0.31447 4.91147
C -1.62872 2.03663 3.53356
C 0.92956 1.24678 0.97628
H 6.81675 -1.45779 0.96663
H -3.51785 -4.47831 -1.40769
H -5.12741 1.14022 0.24706
H -2.06364 -0.96520 -4.44346
H 3.91909 -1.45728 4.23867
H 2.48175 0.66603 -0.88062
H -3.27832 -2.81910 -3.29020
H -4.78860 -1.75318 -0.87456
H -5.43886 -2.48671 -4.47905
H -3.08421 0.48307 -4.63486
H -2.22749 2.94329 3.42871
H 5.92618 -1.06062 5.65195
H -3.63085 -1.07226 -5.28438
H 9.19277 -1.08950 1.15296
H 4.50528 -0.66574 1.33430
H 4.92272 1.66574 0.43815
H 4.79869 0.99455 -1.20405
H 7.51801 -0.64723 3.95511
H -4.95041 -4.71880 -3.51620
H 6.85366 1.58389 3.22126
H 9.28988 -0.38442 2.76920
H -6.18761 -1.97651 -2.96187
H -6.67922 -4.37045 -3.43015
H -4.28100 -3.97692 0.10321
H 6.99508 -0.34546 -0.40101
H 5.32474 0.98247 2.60009
H 3.56919 -0.35175 5.56740
H -2.25677 1.23710 3.93080
H 8.57347 1.82391 1.86705
H 0.87907 1.85783 2.97841
H -5.84338 -5.32643 -1.28770
H 8.56225 1.16101 0.22989
H 10.38298 0.16445 1.50067
H 6.14860 -1.38738 3.12776
H -1.62835 0.41719 -2.06119
H -3.05009 -2.08256 -0.94190
H -6.44111 -3.67712 -1.06865
H 4.73342 -1.28395 -0.30304
H -0.82472 2.23055 4.23969
H -3.74551 1.68295 2.20811
H 3.77829 0.27667 3.93397
H 5.81608 0.67179 5.34014
*
```

---

Entry 4:
Molecular formula: C24H23BrClN7O2PPd
Method: DFT, ωB97M-V/def2-TZVPD

Calculated values
Highest occupied orbital energy = -2.8733 eV
LUMO level = 2.868 eV
Kohn-Sham gap = 0.2110 Ha
Electronic energy = -4965.61082 Ha

```
! RIJCOSX wB97M-V def2-TZVPD def2/J DEFGRID3
* xyz -1 1
Pd 0.84762 0.20623 0.00043
Br -1.77025 -2.60481 3.80383
Cl 0.15334 -5.25537 -0.61022
P 0.99449 2.53943 -1.11548
O -1.24535 -1.62377 -0.63704
O -0.80152 -0.94162 1.46001
N 1.31158 2.17058 1.61617
N 1.45312 4.30195 1.05700
N 2.84491 0.54632 -2.14463
N 3.46307 1.62564 -0.30388
N -1.29793 2.25349 0.38644
N 2.09903 -1.80797 -0.51004
N -1.57761 1.25035 -1.56712
C 1.57132 4.23921 2.42057
C -4.96248 -2.98375 0.41893
C -3.72963 -2.44138 0.10749
C -3.00636 -2.72152 2.36711
C -2.61368 1.94765 0.22553
C 0.97336 -3.84284 -0.01360
C -0.65843 1.75519 -0.67916
C -1.34269 0.64785 -2.85307
C 4.18000 0.29227 -1.95738
C 1.77543 -2.49866 1.76397
C -1.45928 -1.55864 0.59483
C -5.21615 -3.40584 1.71430
C 1.55128 5.47864 0.22772
C 2.41015 1.30500 -1.07458
C 4.53701 0.96656 -0.82843
C -2.81105 1.32357 -0.97055
C 1.47518 2.91176 2.74225
C 1.29314 3.02667 0.61633
C 1.46495 -2.90829 -0.90409
C 2.22972 -1.58633 0.81307
C -4.23719 -3.28356 2.68405
C 1.12924 -3.64675 1.34810
C -2.72729 -2.28981 1.06524
C 2.01543 -0.02631 -3.17343
H 1.88816 -2.29990 2.82050
H -3.68272 0.90118 -1.44224
H 1.69585 5.12477 3.02120
H -0.53449 1.17406 -3.36200
H 2.43560 5.42235 -0.40896
H -2.24947 0.74038 -3.45074
H 1.49914 2.45190 3.71683
H -6.18040 -3.82708 1.97205
H 1.18802 -0.56746 -2.71494
H 2.61189 -0.71637 -3.76735
H -5.72688 -3.08647 -0.34193
H -3.48706 -2.11189 -0.89412
H 2.84556 -0.73908 1.10121
H 1.34063 -3.05262 -1.97150
H 5.50454 1.03176 -0.35545
H -1.08864 -0.40612 -2.73128
H 1.62206 6.36347 0.85667
H 0.73777 -4.36211 2.05737
H 0.67304 5.56418 -0.41250
H -4.43318 -3.60553 3.69798
H 1.62754 0.76168 -3.82633
H 4.73737 -0.33667 -2.63102
H -3.34079 2.21442 0.97587
*
```

---

Entry 5:
Molecular formula: C26H14BrCuNO5S
Method: DFT, ωB97M-V/def2-TZVPD

Calculated values
Highest occupied orbital energy = -11.5439 eV
LUMO level = -5.447 eV
Kohn-Sham gap = 0.2241 Ha
Electronic energy = -6042.34717 Ha

```
! RIJCOSX wB97M-V def2-TZVPD def2/J DEFGRID3
* xyz 1 1
Br -1.62932 -5.92794 -3.67651
Cu -1.68466 4.18055 4.66305
S -2.71214 1.83372 4.28198
O -1.45629 -5.97050 -0.92923
O 2.92304 1.76249 -1.34009
O -3.19872 -1.03877 -2.36023
O 2.87874 -0.19188 -2.46413
O 0.60187 1.79063 -3.09210
N -3.86210 2.65158 1.82691
C 0.37766 -0.47640 -2.19908
C -2.19029 -0.64149 -1.83752
C 3.66736 -1.92924 1.81092
C 1.90353 -2.47500 -2.17485
C -0.61106 -2.80748 -1.87701
C -2.04803 4.72385 2.54231
C 3.56621 -1.43870 0.42792
C 2.92677 0.31040 2.67773
C -0.94784 1.56633 -1.21227
C -0.71626 2.80044 -0.48458
C 2.99606 0.56481 -1.25720
C -1.45629 4.43870 1.34163
C 2.82938 0.80440 1.29827
C 3.34487 -1.08299 2.97668
C -0.80058 -1.36053 -1.97888
C -3.11513 1.05106 0.02449
C 0.74892 -3.35174 -1.98202
C 0.08910 1.06726 -2.28477
C -1.89180 -3.68964 -1.65606
C 1.73475 -1.01393 -2.29756
C -3.42395 2.09361 2.83545
C -1.62868 -5.22089 -1.83443
C 3.15763 -0.06398 0.14309
C -1.72184 3.17670 0.54555
C -2.86521 2.30440 0.76267
C -2.12493 0.68147 -0.98149
H 2.95844 -2.84610 -2.22733
H 2.70585 0.95375 3.56264
H 2.50694 1.86938 1.16149
H 3.81739 -2.13042 -0.41191
H 3.41227 -1.46854 4.02254
H -2.26505 -3.46327 -0.61909
H 0.20572 3.39805 -0.69097
H -1.54082 5.51114 3.19023
H 3.99721 -2.97681 2.01187
H -3.98698 0.38497 0.21010
H 0.94131 -4.44643 -1.88045
H -3.01362 4.29860 2.91652
H -2.67087 -3.38930 -2.40805
H -0.72857 5.18368 0.92377
*
```

---

Entry 6:
Molecular formula: C28H17F12N4OW
Method: DFT, ωB97M-V/def2-TZVPD

Calculated values
Highest occupied orbital energy = -3.3586 eV
LUMO level = 2.355 eV
Relative energy (zero: lowest compared OMol25 entry of this formula, charge and spin) = 135.9 kJ/mol
Kohn-Sham gap = 0.2100 Ha
Electronic energy = -2636.96554 Ha

```
! RIJCOSX wB97M-V def2-TZVPD def2/J DEFGRID3
* xyz -1 1
W -0.46391 -0.03321 0.04191
F -5.73904 -1.36652 0.27957
F -1.23203 2.05255 6.34242
F -2.32790 -1.62907 2.53270
F 0.38468 1.85557 4.23077
F -4.18110 1.52726 -4.41452
F -0.36797 0.65061 -7.01341
F -4.01269 -1.30504 4.55930
F -4.82350 3.18632 0.43445
F -2.98739 1.46055 -6.90497
F -2.91284 0.83093 -2.29144
F 0.99276 -0.00097 -4.95956
F -3.49435 0.51731 6.52995
O -0.71813 -1.72763 0.03336
N -0.10851 -0.05055 2.16477
N 1.80328 -0.25971 -0.07866
N -0.63994 2.27209 0.11280
N -0.25318 -0.03625 -2.22667
C -1.93474 2.69257 0.20924
C -3.48460 -0.70099 0.19150
C -1.00790 0.68864 -5.83096
C 1.97582 -0.90257 1.25038
C -4.33166 1.91452 0.35096
C 0.17336 4.52255 0.13063
C -5.28412 0.92773 0.36298
C 2.88126 0.71258 -0.30236
C -1.51536 1.15008 5.38873
C -0.85276 0.31916 -3.38045
C -2.90549 1.13755 -4.53909
C -1.14133 4.98454 0.21906
C 0.35276 3.16320 0.07989
C -2.07184 -0.65004 3.39813
C -2.96032 1.66675 0.25683
C -2.50606 0.31289 0.18021
C -2.31991 1.10428 -5.79467
C -2.93532 -0.51573 4.46591
C -2.17732 4.08158 0.25741
C -0.67345 1.01635 4.29857
C 1.08773 -0.57311 -2.45881
C 1.32031 -0.12833 2.38005
C 1.75040 -1.18012 -1.24601
C -0.90490 0.12329 3.25085
C -2.66721 0.39106 5.48087
C -0.30795 0.32365 -4.68770
C -4.80612 -0.37971 0.27605
C -2.20327 0.76344 -3.41645
H 2.77009 -1.49809 -1.51069
H 3.83829 0.18882 -0.40800
H 1.55676 -1.90761 1.19750
H 1.11541 -1.40719 -3.17637
H 3.05015 -0.98849 1.47128
H -3.18030 -1.73666 0.13063
H 1.79754 0.86538 2.45752
H 1.35682 2.75322 0.00439
H -3.19200 4.43204 0.32772
H 1.02722 5.18348 0.09916
H 2.95378 1.38829 0.55080
H -6.33546 1.15800 0.43127
H 1.75770 0.20001 -2.85980
H 2.68990 1.28268 -1.20994
H -1.35388 6.04546 0.25920
H 1.21958 -2.08154 -0.94501
H 1.62861 -0.68054 3.28278
*
```

---

What is the electronic energy in the first record?
-758.39609 Ha